one:
2 unconnected molecules or ions with the total composition C9H14, computed with ωB97M-V/def2-TZVPD.

```
23
Properties=species:S:1:pos:R:3:mulliken_charge:R:1
H -3.1165 2.2519 3.3166 0.316
C 1.1362 -1.9208 -2.6705 -0.268
H 2.8212 0.9271 -0.5849 0.342
C 2.4935 -1.8957 -2.4593 -0.380
C -0.1453 0.6959 -0.4113 -1.062
H -3.0123 0.6483 1.5644 0.225
H -1.5985 2.5049 2.4938 0.229
H -1.5714 -0.1370 2.3030 0.240
H 0.7029 -2.7381 -3.3085 0.262
H 4.2492 -0.9146 -1.6146 0.208
C 2.2908 0.0571 -1.0384 -0.461
C -2.4811 0.4088 2.4641 -0.801
H 3.1538 -2.6140 -2.9695 0.321
H -0.7126 -1.1518 -2.0560 0.431
C 0.9149 -0.1473 -1.0617 0.911
H -1.7677 1.6102 4.1679 0.257
H 0.1964 1.0194 0.6747 0.236
H -0.3661 1.6364 -0.9170 0.323
C 0.2980 -1.0708 -2.0297 -0.839
H -3.1123 -0.2672 3.0145 0.381
C 3.0625 -0.9111 -1.6139 -0.213
C -2.1954 1.7468 3.1418 -0.833
H -1.2402 0.2617 -0.4055 0.176
```

HOMO = -8.7 eV
SMILES string = Cc1ccccc1.CC
molar mass = 122.21 g mol⁻¹
multiplicity = 1

=====

two:
2 unconnected molecules or ions with the total composition C9H14, computed with ωB97M-V/def2-TZVPD.

```
23
Properties=species:S:1:pos:R:3:mulliken_charge:R:1
H -2.8050 0.7369 -1.2973 0.368
H 2.1458 0.5015 1.5948 0.248
H 1.3403 1.4836 -1.5115 0.291
H -0.7416 -2.7424 0.8944 0.242
C -0.0058 -2.0804 -1.0508 -0.695
H -1.0046 -1.7047 -1.2877 0.186
C 0.4828 1.3242 -0.8720 -0.475
C -0.6915 0.9695 -1.5583 -0.699
C 0.1584 -2.3182 0.4571 -0.606
C 1.8952 1.4835 1.1920 -1.316
C 0.5574 1.3549 0.5074 0.819
H 1.9272 2.2196 1.9951 0.341
H 2.6883 1.8012 0.5152 0.380
C -0.5981 1.1315 1.2534 -0.373
H 0.1696 -2.9848 -1.6124 0.401
H -2.6887 0.6450 1.1245 0.365
H -0.6630 1.0359 2.3257 0.362
C -1.7924 0.9150 0.5780 -0.286
H 1.0351 -2.9530 0.6086 0.331
H -0.5799 0.9384 -2.6332 0.387
C -1.8455 0.8591 -0.8099 -0.452
H 0.5648 -1.2211 -1.3683 0.144
H 0.4511 -1.3951 0.9552 0.037
```

HOMO = -9.1 eV
SMILES string = Cc1ccccc1.CC
molar mass = 122.21 g mol⁻¹
multiplicity = 1

=====

three:
2 unconnected molecules or ions with the total composition C9H14, computed with ωB97M-V/def2-TZVPD.

```
23
Properties=species:S:1:pos:R:3:mulliken_charge:R:1
H 0.5703 0.0966 -3.0688 0.309
H -3.0637 -1.6196 -0.2802 0.354
H 1.3393 0.4049 -0.6226 -0.080
H 2.4285 -0.4498 -1.9218 0.279
C -0.9011 0.3098 1.5416 0.664
C -1.9905 -0.1064 0.7858 -0.291
H 2.0692 0.9407 -3.3341 0.303
C 1.9197 0.4998 -1.4855 -0.440
H 2.7251 1.2660 -1.4006 0.285
C 1.1368 0.8910 -2.7993 -0.964
C 0.1087 -1.9490 1.1677 -0.375
H -0.8915 -3.4316 0.2544 0.176
H 1.0297 -0.4040 2.2579 0.345
H 0.2600 1.8071 2.3742 0.325
H -2.7999 0.6024 0.7708 0.392
C -2.1426 -1.4180 0.3041 -0.519
H -0.3524 2.2533 0.7513 0.241
H -1.3535 2.4153 2.2814 0.397
C -0.6368 1.7856 1.7232 -1.283
H 0.6027 1.7845 -2.7503 0.331
C -1.1043 -2.3487 0.6792 -0.409
H 0.9092 -2.6425 1.0242 0.418
C 0.1369 -0.6875 1.7473 -0.458
```

HOMO = -8.9 eV
SMILES string = Cc1ccccc1.CC
molar mass = 122.21 g mol⁻¹
multiplicity = 1

=====

Which of them is most stable? Easy: two.

=====

one:
2 unconnected molecules or ions with the total composition C9H14, computed with ωB97M-V/def2-TZVPD.

```
23
Properties=species:S:1:pos:R:3:mulliken_charge:R:1
C 2.5889 -2.5159 2.9735 -1.023
H 2.7687 -3.1126 1.9948 0.266
C 1.6427 -1.3859 2.6550 -0.563
C -0.9223 2.5867 -0.4860 -0.247
H -0.6476 -0.5065 0.8555 0.135
C -1.6171 0.5419 -3.5897 -1.328
C -1.3014 0.9052 -2.1575 1.208
H -2.5801 -0.0328 -3.5585 0.297
H -0.8701 -0.1996 -3.9305 0.297
H 0.6422 -1.9288 2.5216 0.175
C -0.6298 1.5425 0.3941 -0.602
C -1.1699 2.2673 -1.8019 -0.716
H 1.6351 -0.6696 3.5399 0.237
H -1.4797 1.4764 -4.1079 0.392
H -1.1118 -1.2046 -1.6581 0.337
H -1.4091 3.0932 -2.5142 0.239
C -0.6359 0.2504 -0.0384 0.186
H 3.5544 -2.1874 3.2390 0.337
H -0.6132 1.6994 1.4973 0.307
H 2.3010 -3.2067 3.8163 0.271
C -1.0238 -0.1631 -1.2823 -0.782
H 1.9338 -0.9266 1.7840 0.310
H -1.0550 3.6771 -0.1461 0.267
```

HOMO = -8.9 eV
SMILES string = Cc1ccccc1.CC
molar mass = 122.21 g mol⁻¹
multiplicity = 1

=====

two:
2 unconnected molecules or ions with the total composition C9H14, computed with ωB97M-V/def2-TZVPD.

```
23
Properties=species:S:1:pos:R:3:mulliken_charge:R:1
H 0.2761 -2.4960 -1.4150 0.360
H -1.4510 2.1209 -1.3443 0.379
H 0.3411 1.4308 -3.0133 0.355
C -0.1787 -1.5102 -1.4178 -0.334
H -2.0223 -3.1326 0.0393 0.348
C -1.2801 -1.1891 -0.6496 0.613
H 0.6767 0.7311 2.8834 0.274
C 0.4179 -0.5554 -2.2489 -0.431
C -1.1450 1.0948 -1.4866 -0.528
C -0.0607 0.7370 -2.2802 -0.494
C 1.8799 1.7846 1.3921 -0.565
H -2.5736 0.4205 -0.0584 0.314
H -2.9232 -1.7899 0.5491 0.382
H 1.4803 2.7417 1.7239 0.289
C -1.8975 -2.0942 0.3941 -1.253
C 1.6461 0.6694 2.3969 -0.849
H 1.3504 1.5931 0.4477 0.017
H 2.3698 0.7866 3.2165 0.311
H -1.2658 -2.1205 1.2834 0.239
H 1.9078 -0.3091 2.0025 0.251
H 1.2912 -0.8747 -2.7899 0.390
C -1.7534 0.1309 -0.6972 -0.360
H 2.9138 1.8305 1.0724 0.293
```

HOMO = -9.1 eV
SMILES string = Cc1ccccc1.CC
molar mass = 122.21 g mol⁻¹
multiplicity = 1

=====

three:
2 unconnected molecules or ions with the total composition C9H14, computed with ωB97M-V/def2-TZVPD.

```
23
Properties=species:S:1:pos:R:3:mulliken_charge:R:1
C 2.2310 -0.8558 1.2608 -0.392
H -1.1245 0.7035 -4.0927 0.387
H -2.9020 1.4497 -1.7054 0.317
H 1.5390 -3.2556 1.9965 0.411
H 3.1250 -1.4853 1.0202 0.310
C 0.6664 -2.7509 1.6974 -1.413
C -1.9016 1.1810 -3.6775 -0.993
H -2.8556 0.8183 -4.1015 0.261
C 0.0505 0.9284 1.5332 -0.336
H -0.1077 -2.9463 2.4800 0.345
H 0.4043 -3.2125 0.7245 0.281
C 0.9225 -1.3574 1.4787 0.811
H 1.5363 2.3969 1.8636 0.340
C -1.9711 1.0967 -2.1772 -0.609
C -0.2079 -0.4443 1.4174 -0.364
H 3.5024 0.8736 1.4198 0.396
H -0.7859 1.6896 1.7100 0.310
H -1.2153 1.7570 -1.4874 0.165
H -1.2904 -0.7698 1.4846 0.290
C 2.4912 0.5252 1.4548 -0.410
H -1.6405 0.0703 -2.0632 0.211
C 1.3928 1.3473 1.7272 -0.581
H -1.8589 2.2403 -3.9637 0.265
```

HOMO = -8.6 eV
SMILES string = Cc1ccccc1.CC
molar mass = 122.21 g mol⁻¹
multiplicity = 1

=====

Which of them is most stable? Easy: two.

=====

one:
2 unconnected molecules or ions with the total composition C9H14, computed with ωB97M-V/def2-TZVPD.

```
23
Properties=species:S:1:pos:R:3:mulliken_charge:R:1
H -1.7620 2.2213 1.9207 0.355
H -0.4034 2.5784 3.1294 0.356
H -1.4555 0.5292 0.2095 0.257
C 0.4668 -0.1277 -0.4601 -0.084
H 0.0515 -0.3937 -1.4204 0.206
C -1.9111 -1.0948 -3.0388 -0.837
C 2.2570 0.2405 1.1022 -0.496
H 2.4482 -0.8618 -0.7351 0.358
H -2.3891 -3.2074 -2.9673 0.317
C 1.4120 1.0249 1.8797 -0.381
H 1.8333 1.6660 2.6487 0.302
H -0.6532 -2.8418 -3.2307 0.258
H 3.2829 0.0803 1.4082 0.369
H -1.0282 -0.4778 -3.2199 0.306
C 0.0568 1.1481 1.5859 0.656
C -0.9074 1.8562 2.4901 -1.393
H -2.4521 -0.5886 -2.2405 0.203
C -0.3880 0.5445 0.4101 -0.304
H -1.3810 1.1410 3.1769 0.286
H -1.2115 -2.6498 -1.7145 0.311
C -1.5704 -2.5435 -2.7094 -0.840
C 1.7802 -0.3284 -0.0664 -0.546
H -2.5463 -1.0054 -3.9191 0.341
```

HOMO = -9.0 eV
SMILES string = Cc1ccccc1.CC
molar mass = 122.21 g mol⁻¹
multiplicity = 1

=====

two:
2 unconnected molecules or ions with the total composition C9H14, computed with ωB97M-V/def2-TZVPD.

```
23
Properties=species:S:1:pos:R:3:mulliken_charge:R:1
H -2.5971 2.2664 -0.9558 0.364
C -1.7342 0.4645 -0.6585 0.486
H -1.7071 1.7243 -2.4880 0.293
H -1.9778 -3.2634 0.6662 0.235
H 2.3495 -0.6342 0.7224 0.281
H 3.6387 0.5648 2.2047 0.220
C 2.9236 0.1426 0.2507 -0.627
C -1.6659 1.7561 -1.2660 -1.264
C -2.7025 -1.0602 1.0576 -0.791
H -0.4570 -0.5271 -2.0167 0.292
H 4.0328 1.8041 0.9829 0.280
H -3.0428 -1.0842 2.1098 0.305
H -2.6675 1.1367 1.0591 0.224
H -0.8610 2.3293 -0.8411 0.290
H 2.2729 0.9764 -0.0911 0.124
H -0.9280 -2.6976 -1.2990 0.496
H 5.0361 0.4274 1.1738 0.278
C -1.1306 -0.7118 -1.1709 -0.126
C 3.9441 0.7268 1.1218 -0.867
C -2.4635 0.1949 0.4714 0.014
H 3.1710 -0.4096 -0.6982 0.310
C -2.1112 -2.1638 0.4032 -0.064
C -1.3224 -1.9624 -0.7383 -0.754
```

HOMO = -8.9 eV
SMILES string = Cc1ccccc1.CC
molar mass = 122.21 g mol⁻¹
multiplicity = 1

=====

three:
2 unconnected molecules or ions with the total composition C9H14, computed with ωB97M-V/def2-TZVPD.

```
23
Properties=species:S:1:pos:R:3:mulliken_charge:R:1
H 0.2642 0.5746 -2.8134 0.349
H -1.6206 -1.7940 -0.6983 0.324
H 3.3875 -1.1734 -1.0318 0.245
C -1.2351 0.5124 1.7683 -0.270
H -1.3864 0.2866 -3.1995 0.330
C -0.8956 0.1313 -1.0428 0.724
C -0.8503 1.5644 0.9567 -0.612
H -0.6554 2.5519 1.3521 0.345
C -1.4072 -0.8590 -0.1831 -0.185
C 2.6969 -0.1252 0.6863 -0.644
H 1.9600 -1.9424 -0.2254 0.239
C -0.6064 0.0105 -2.4842 -1.505
C -0.5491 1.3310 -0.3860 -0.391
H 3.6653 -2.0744 0.3560 0.333
H -0.4658 -1.0555 -2.7149 0.361
H -0.2823 2.1776 -1.0137 0.328
C 2.9058 -1.4268 -0.0869 -0.836
H -1.3453 0.7021 2.8284 0.400
H 2.0112 0.5525 0.1815 0.083
H -2.1438 -1.4778 1.6563 0.375
H 3.6662 0.3648 0.8123 0.340
C -1.5838 -0.6922 1.1708 -0.593
H 2.3261 -0.2019 1.7124 0.262
```

HOMO = -9.0 eV
SMILES string = Cc1ccccc1.CC
molar mass = 122.21 g mol⁻¹
multiplicity = 1

=====

four:
2 unconnected molecules or ions with the total composition C9H14, computed with ωB97M-V/def2-TZVPD.

```
23
Properties=species:S:1:pos:R:3:mulliken_charge:R:1
C -2.3204 -2.3302 0.5585 -0.732
H 1.2794 -0.9205 1.3500 0.176
C 1.4752 1.2436 -1.4155 0.652
H -2.0993 -1.4738 -0.1566 0.266
H 2.3411 2.0511 -2.9418 0.335
H 0.0198 1.1820 2.3112 0.285
C 0.5130 1.1748 1.2677 -0.169
H -2.4596 -0.9143 2.1803 0.168
H 0.1883 3.0252 -1.6663 0.274
H 2.5236 0.3467 -3.3430 0.295
C 0.2498 2.3114 0.4547 -0.510
C 1.8330 1.1171 -2.8897 -1.203
H -1.1229 -2.1393 2.5416 0.212
C 1.3950 0.1341 0.7793 -0.394
H -2.7705 -2.5926 2.8078 0.321
C 1.9768 0.2790 -0.4771 -0.340
C -2.1235 -2.0258 2.0807 -0.687
H -3.2385 -2.9946 0.3697 0.270
H -0.4357 2.9926 0.9927 0.285
H 0.8667 0.8074 -3.4684 0.263
H 2.6919 -0.5322 -0.6935 0.293
H -1.4263 -3.0593 0.2451 0.182
C 0.6430 2.3178 -0.8873 -0.242
```

HOMO = -8.7 eV
SMILES string = Cc1ccccc1.CC
molar mass = 122.21 g mol⁻¹
multiplicity = 1

=====

Which of them is most stable? Easy: one.